[1]
12
Properties=species:S:1:pos:R:3:forces:R:3:lowdin_spin:R:1 method="wB97M-V/def2-TZVPD" fmax_ha_per_bohr=0.171 total_charge=+1 mol_weight_g_mol=105.07 spin_multiplicity=3 de_lowest_kcal_mol=64.95
C 1.1515 0.7482 -0.1017 -2.1 2.8 0.4 0.005
C 1.9448 -0.4242 0.0517 1.6 -0.5 -4.3 -0.002
N -0.7121 -0.0266 -0.1199 8.2 3.2 -0.9 0.490
N -1.8213 0.6241 -0.0242 -6.6 -2.4 -0.1 0.567
O -0.6664 -1.2383 -0.1197 -1.9 -4.8 0.6 0.610
O 1.0659 1.9008 -0.0815 0.5 -1.7 -0.2 0.017
O -2.9786 -0.0507 0.0116 1.3 -1.6 0.3 0.294
H 2.9637 -0.1269 -0.2675 -0.2 0.4 0.5 -0.001
H 1.9827 -0.6932 1.0495 -0.3 -1.2 1.9 0.001
H 1.7568 -1.1832 -0.7812 -0.5 0.6 1.8 0.000
H -1.9812 1.5331 0.2264 0.3 3.2 0.8 0.016
H -2.7057 -1.0630 0.1565 -0.4 2.1 -0.6 0.002

[2]
43
Properties=species:S:1:pos:R:3:forces:R:3:lowdin_charge:R:1 method="wB97M-V/def2-TZVPD" fmax_ha_per_bohr=0.067 mol_weight_g_mol=325.37 smiles="CCOc1ccccc1-c1nc2c(C3CCCC3)noc2c(=O)[nH]1" de_lowest_kcal_mol=71.01
O 2.0499 1.3244 3.3347 -0.2 0.4 -0.2 0.063
N 0.3098 0.2957 -0.0949 -0.2 -1.2 1.1 0.161
N 2.0384 3.4985 -0.5673 -0.2 -2.2 0.4 0.172
O 2.3236 3.1244 0.7883 -1.1 -0.7 0.4 0.019
O -0.4354 -2.1144 3.3306 -0.7 -0.5 -0.3 -0.091
C 1.5231 1.0741 2.2583 2.5 1.6 1.8 -0.362
C 0.2231 -0.5013 0.9944 0.1 2.3 -2.0 -0.171
C 1.3622 2.4974 -1.1019 0.3 -0.1 2.2 -0.188
C 1.0472 1.4913 -0.0646 -0.1 -0.9 0.1 -0.130
C 1.6638 1.9384 1.0511 -0.4 -0.3 -0.6 -0.095
C -2.3731 -3.9385 0.7032 0.2 0.6 -0.4 -0.064
C -2.0103 -3.2126 -0.4447 0.0 0.0 1.1 -0.071
C -1.8427 -3.5706 1.9276 -0.1 0.0 0.7 -0.025
C -1.1767 -2.1171 -0.3141 -0.1 -0.4 0.6 -0.026
C -1.0010 -2.4572 2.1033 0.0 -0.3 -0.6 -0.182
C -0.6734 -1.7162 0.9360 0.8 0.5 0.7 -0.057
N 0.8813 -0.1353 2.1610 -1.2 -0.1 -2.3 0.197
C -2.3373 -1.5257 4.7726 -0.6 -0.2 -1.0 -0.073
C -1.1580 -2.4328 4.5441 0.0 -0.3 0.8 -0.233
C 1.2955 3.0499 -4.8034 -0.2 0.0 -0.7 -0.201
C 1.0700 1.5312 -4.7100 -0.4 -0.6 0.5 -0.190
C 1.5150 3.5937 -3.3927 0.6 -0.5 0.3 -0.145
C 1.3510 1.1482 -3.2292 0.6 -0.5 -0.8 -0.149
C 0.9634 2.4243 -2.5014 -0.6 1.5 -0.5 -0.284
H -3.0939 -4.7578 0.6962 0.4 0.2 -0.3 0.111
H -2.3803 -3.4398 -1.4175 -0.3 -0.3 -0.5 0.095
H -2.1407 -4.1951 2.7668 0.2 0.3 0.0 0.108
H -0.9237 -1.5810 -1.2082 0.3 0.4 0.0 0.101
H 0.7631 -0.6711 3.0154 0.1 0.1 -0.2 0.144
H -3.0931 -1.6504 3.9643 0.4 0.2 0.5 0.090
H -2.8127 -1.7966 5.7151 0.0 0.1 0.0 0.083
H -1.9824 -0.5017 4.7936 -0.2 0.3 0.1 0.080
H -1.4911 -3.4861 4.6077 0.5 0.4 -0.4 0.113
H -0.4785 -2.2497 5.4028 0.1 -0.3 -0.9 0.133
H 0.4117 3.5014 -5.2585 0.2 0.2 -0.1 0.103
H 2.1582 3.2311 -5.4501 -0.2 0.3 0.0 0.104
H 1.7042 0.9938 -5.4156 0.0 -0.1 0.1 0.099
H 0.0201 1.2457 -4.9326 0.5 0.3 0.0 0.111
H 1.0237 4.5511 -3.2047 -0.1 -0.2 0.0 0.111
H 2.6045 3.8008 -3.2411 -0.8 -0.5 0.2 0.123
H 2.4509 0.9674 -3.0896 -0.9 0.1 0.0 0.137
H 0.7947 0.2289 -2.9469 0.4 0.7 0.1 0.110
H -0.1438 2.5394 -2.4784 0.4 -0.3 -0.3 0.170

[3]
17
Properties=species:S:1:pos:R:3:forces:R:3:lowdin_charge:R:1 method="wB97M-V/def2-TZVPD" fmax_ha_per_bohr=0.006 mol_weight_g_mol=98.14 de_lowest_kcal_mol=93.84
C 2.5705 0.3819 0.5189 0.0 0.1 0.0 -0.109
C 1.5856 -0.6541 0.0734 -0.1 -0.1 0.1 -0.152
C 0.2840 -0.7441 0.3338 0.1 -0.2 -0.2 -0.201
O -0.4755 0.1632 1.0031 0.2 0.0 0.0 -0.087
C -1.8794 0.0651 0.7642 -0.2 0.1 0.2 -0.298
C -2.4460 0.0660 -0.6024 0.0 -0.2 0.0 0.015
C -2.4750 -1.0710 0.0315 0.0 0.1 -0.1 -0.005
H 3.3440 -0.1058 1.1251 -0.1 0.2 0.0 0.071
H 2.1054 1.1633 1.1242 0.0 -0.1 -0.1 0.068
H 3.0843 0.8533 -0.3283 -0.1 -0.1 0.1 0.070
H 1.9824 -1.4947 -0.4907 0.0 0.0 0.1 0.095
H 0.2137 2.6080 -0.8054 0.0 0.0 -0.1 0.053
H -0.2549 -1.6312 0.0115 0.1 0.1 -0.1 0.105
H -2.3789 0.5512 1.6009 0.1 -0.1 -0.1 0.134
H -2.6361 0.6163 -1.5125 0.0 -0.1 0.2 0.103
H -0.2276 2.0108 -0.7839 0.1 0.0 0.0 0.031
H -2.6807 -2.1317 0.0194 -0.1 0.2 0.0 0.107

[4]
18
Properties=species:S:1:pos:R:3:forces:R:3:lowdin_charge:R:1 method="wB97M-V/def2-TZVPD" fmax_ha_per_bohr=0.070 mol_weight_g_mol=101.15 smiles="C=C(N)CCCO" de_lowest_kcal_mol=58.07
C 0.6495 0.0904 -2.2845 0.5 -0.2 -0.5 -0.246
O 2.1036 0.1987 -2.0819 -1.7 -0.7 -0.1 -0.090
C -0.0963 0.4394 -0.9931 -2.3 -2.0 -0.8 -0.211
C 0.3837 -0.2800 0.2435 0.3 -0.1 1.7 -0.199
C -0.6487 -0.1385 1.4229 2.0 -2.2 -2.0 -0.428
C -1.4580 -1.1792 1.7273 -0.4 1.4 1.2 0.012
N -0.4314 1.0810 1.9577 -1.4 0.4 1.1 0.107
H 0.3903 0.8242 -3.0528 0.2 0.0 0.1 0.104
H 0.3097 -0.9239 -2.7459 0.8 1.4 1.1 0.139
H 2.2217 -0.3994 -1.3332 0.6 0.1 -0.1 0.054
H -1.2052 0.0367 -1.1897 2.0 1.5 0.5 0.164
H 0.0029 1.4822 -0.7091 -0.6 0.4 -0.8 0.102
H 1.2972 0.2585 0.6051 -0.3 -0.8 -0.3 0.119
H 0.6068 -1.3349 0.1000 0.0 -0.1 -0.2 0.115
H -1.2695 -2.2410 1.6628 0.3 0.2 -1.1 0.045
H -2.2870 -0.9636 2.3833 -0.1 0.0 0.5 0.032
H 0.0952 1.6927 1.3884 0.3 0.8 0.0 0.071
H -0.6645 1.3567 2.8991 -0.2 -0.1 -0.3 0.110

[5]
12
Properties=species:S:1:pos:R:3:forces:R:3:lowdin_charge:R:1 method="wB97M-V/def2-TZVPD" fmax_ha_per_bohr=0.061 mol_weight_g_mol=126.04 de_lowest_kcal_mol=70.37
C 0.0884 -0.2256 -0.0485 -0.1 -2.2 2.1 -0.211
C 0.3914 0.1322 1.2037 1.4 0.8 0.5 0.012
C -3.2630 -0.0443 -0.0367 0.6 -0.8 0.3 -0.496
O -1.5055 1.9908 -0.7611 0.6 2.5 0.2 -0.359
F -3.5598 0.2359 1.2089 -0.8 0.1 0.8 0.066
F -3.2949 -1.3839 -0.2250 -0.7 -0.3 0.1 -0.009
P -1.8363 0.5920 -0.7021 -1.5 -0.7 -1.7 0.709
H 0.2895 0.4232 -0.8013 1.1 1.9 -2.3 0.018
H -0.1229 -1.2458 -0.3417 0.0 -0.2 0.3 0.086
H 0.4430 -0.4842 2.0630 -0.6 -1.2 0.4 0.053
H 0.8483 1.0803 1.4962 -0.6 0.2 -0.8 0.081
H -2.0125 -0.0246 -1.9579 0.4 -0.2 -0.1 0.051

[6]
13
Properties=species:S:1:pos:R:3:forces:R:3:lowdin_spin:R:1 method="wB97M-V/def2-TZVPD" fmax_ha_per_bohr=0.178 mol_weight_g_mol=72.11 spin_multiplicity=3 de_lowest_kcal_mol=82.61
C -0.2403 1.1170 -0.4684 2.1 -2.6 -1.3 0.153
C 0.8898 0.1240 -0.6461 -2.1 1.5 -4.8 0.355
C 1.5258 -0.4961 0.2950 2.5 -2.8 8.3 0.364
N -1.3048 0.5952 0.3274 0.2 -4.7 -2.4 0.495
N -1.5189 -0.7633 -0.1232 -2.6 2.6 5.2 0.371
H 0.1981 1.9815 -0.1387 0.2 2.6 1.4 0.031
H -0.6160 1.1587 -1.4151 -1.0 1.0 -2.8 0.017
H 1.1453 -0.3185 -1.6044 -0.6 0.9 -0.8 0.018
H 2.3894 -1.1756 0.2541 -0.5 0.5 -0.6 0.042
H -0.7056 -1.1317 -0.5211 2.6 0.0 -2.0 0.038
H 1.2194 -0.3849 1.4209 0.5 0.0 -1.8 0.047
H -1.0197 0.6924 1.2564 -0.7 -0.1 2.6 0.048
H -1.7049 -1.3819 0.7085 -0.5 1.1 -1.0 0.020

Repeat the second record exactly.
43
Properties=species:S:1:pos:R:3:forces:R:3:lowdin_charge:R:1 method="wB97M-V/def2-TZVPD" fmax_ha_per_bohr=0.067 mol_weight_g_mol=325.37 smiles="CCOc1ccccc1-c1nc2c(C3CCCC3)noc2c(=O)[nH]1" de_lowest_kcal_mol=71.01
O 2.0499 1.3244 3.3347 -0.2 0.4 -0.2 0.063
N 0.3098 0.2957 -0.0949 -0.2 -1.2 1.1 0.161
N 2.0384 3.4985 -0.5673 -0.2 -2.2 0.4 0.172
O 2.3236 3.1244 0.7883 -1.1 -0.7 0.4 0.019
O -0.4354 -2.1144 3.3306 -0.7 -0.5 -0.3 -0.091
C 1.5231 1.0741 2.2583 2.5 1.6 1.8 -0.362
C 0.2231 -0.5013 0.9944 0.1 2.3 -2.0 -0.171
C 1.3622 2.4974 -1.1019 0.3 -0.1 2.2 -0.188
C 1.0472 1.4913 -0.0646 -0.1 -0.9 0.1 -0.130
C 1.6638 1.9384 1.0511 -0.4 -0.3 -0.6 -0.095
C -2.3731 -3.9385 0.7032 0.2 0.6 -0.4 -0.064
C -2.0103 -3.2126 -0.4447 0.0 0.0 1.1 -0.071
C -1.8427 -3.5706 1.9276 -0.1 0.0 0.7 -0.025
C -1.1767 -2.1171 -0.3141 -0.1 -0.4 0.6 -0.026
C -1.0010 -2.4572 2.1033 0.0 -0.3 -0.6 -0.182
C -0.6734 -1.7162 0.9360 0.8 0.5 0.7 -0.057
N 0.8813 -0.1353 2.1610 -1.2 -0.1 -2.3 0.197
C -2.3373 -1.5257 4.7726 -0.6 -0.2 -1.0 -0.073
C -1.1580 -2.4328 4.5441 0.0 -0.3 0.8 -0.233
C 1.2955 3.0499 -4.8034 -0.2 0.0 -0.7 -0.201
C 1.0700 1.5312 -4.7100 -0.4 -0.6 0.5 -0.190
C 1.5150 3.5937 -3.3927 0.6 -0.5 0.3 -0.145
C 1.3510 1.1482 -3.2292 0.6 -0.5 -0.8 -0.149
C 0.9634 2.4243 -2.5014 -0.6 1.5 -0.5 -0.284
H -3.0939 -4.7578 0.6962 0.4 0.2 -0.3 0.111
H -2.3803 -3.4398 -1.4175 -0.3 -0.3 -0.5 0.095
H -2.1407 -4.1951 2.7668 0.2 0.3 0.0 0.108
H -0.9237 -1.5810 -1.2082 0.3 0.4 0.0 0.101
H 0.7631 -0.6711 3.0154 0.1 0.1 -0.2 0.144
H -3.0931 -1.6504 3.9643 0.4 0.2 0.5 0.090
H -2.8127 -1.7966 5.7151 0.0 0.1 0.0 0.083
H -1.9824 -0.5017 4.7936 -0.2 0.3 0.1 0.080
H -1.4911 -3.4861 4.6077 0.5 0.4 -0.4 0.113
H -0.4785 -2.2497 5.4028 0.1 -0.3 -0.9 0.133
H 0.4117 3.5014 -5.2585 0.2 0.2 -0.1 0.103
H 2.1582 3.2311 -5.4501 -0.2 0.3 0.0 0.104
H 1.7042 0.9938 -5.4156 0.0 -0.1 0.1 0.099
H 0.0201 1.2457 -4.9326 0.5 0.3 0.0 0.111
H 1.0237 4.5511 -3.2047 -0.1 -0.2 0.0 0.111
H 2.6045 3.8008 -3.2411 -0.8 -0.5 0.2 0.123
H 2.4509 0.9674 -3.0896 -0.9 0.1 0.0 0.137
H 0.7947 0.2289 -2.9469 0.4 0.7 0.1 0.110
H -0.1438 2.5394 -2.4784 0.4 -0.3 -0.3 0.170

Repeat the fifth record exactly.
12
Properties=species:S:1:pos:R:3:forces:R:3:lowdin_charge:R:1 method="wB97M-V/def2-TZVPD" fmax_ha_per_bohr=0.061 mol_weight_g_mol=126.04 de_lowest_kcal_mol=70.37
C 0.0884 -0.2256 -0.0485 -0.1 -2.2 2.1 -0.211
C 0.3914 0.1322 1.2037 1.4 0.8 0.5 0.012
C -3.2630 -0.0443 -0.0367 0.6 -0.8 0.3 -0.496
O -1.5055 1.9908 -0.7611 0.6 2.5 0.2 -0.359
F -3.5598 0.2359 1.2089 -0.8 0.1 0.8 0.066
F -3.2949 -1.3839 -0.2250 -0.7 -0.3 0.1 -0.009
P -1.8363 0.5920 -0.7021 -1.5 -0.7 -1.7 0.709
H 0.2895 0.4232 -0.8013 1.1 1.9 -2.3 0.018
H -0.1229 -1.2458 -0.3417 0.0 -0.2 0.3 0.086
H 0.4430 -0.4842 2.0630 -0.6 -1.2 0.4 0.053
H 0.8483 1.0803 1.4962 -0.6 0.2 -0.8 0.081
H -2.0125 -0.0246 -1.9579 0.4 -0.2 -0.1 0.051